This record from OMol25 describes a structure of composition C16H19N3O. The level of theory is ωB97M-V/def2-TZVPD.

ORCA input file:
```
! wB97M-V def2-TZVPD RIJCOSX def2/J DEFGRID3
* xyz 0 1
C 0.917 0.413 7.045
C 0.818 0.086 5.486
C 1.580 0.604 4.479
C 1.440 0.392 3.266
C 0.646 -0.440 2.898
C -0.327 -1.119 3.985
C -0.240 -0.750 5.371
H -0.603 -1.432 5.992
H -0.952 -1.993 3.673
C 0.331 -0.826 1.470
C -0.658 -1.872 0.972
C -0.671 -2.039 -0.436
O -1.692 -1.997 -1.019
N 0.322 -1.911 -1.275
H 1.385 -1.651 -0.798
C 0.273 -1.942 -2.588
C 0.507 -0.470 -3.403
H 1.370 -0.075 -3.006
C -0.662 0.163 -3.273
N -0.663 1.499 -3.772
C -0.821 1.811 -5.042
N -0.733 2.967 -5.286
C -0.023 3.462 -4.326
C -0.082 2.610 -3.243
H 0.682 2.454 -2.388
H 0.437 4.553 -4.416
H -1.395 1.327 -5.692
H -1.606 -0.386 -3.572
H -0.893 0.481 -1.972
H 0.556 -0.764 -4.490
H -0.555 -2.562 -2.979
H 1.325 -2.662 -2.960
H -1.402 -2.174 1.501
H 1.081 -0.241 0.909
H 2.034 0.909 2.615
H 2.247 1.221 4.868
H 0.304 0.911 7.389
H 0.817 -0.484 7.717
H 1.872 0.944 7.253
*
```

Results
Largest force on an atom = 18.4 eV Å⁻¹
Calculated total energy = -860.1059 Ha
Energy relative to the best compared isomer or geometry (same formula, charge and spin) = 1412.8 kJ/mol

natural (NBO) population analysis, charges in e, atoms 1 to 4: number 1, C, carries -0.56; number 2, C, carries 0.05; number 3, C, carries -0.24; number 4, C, carries -0.20


This record from OMol25 describes a structure of composition C40H55BCl3N5P2STi. The level of theory is ωB97M-V/def2-TZVPD.

ORCA input file:
```
! wB97M-V def2-TZVPD RIJCOSX def2/J DEFGRID3
* xyz -1 2
Ti -0.510 2.237 0.139
C 2.788 1.940 5.899
C 2.532 2.545 4.507
C 3.895 3.165 3.998
C 1.645 3.750 4.699
P 1.892 1.385 3.108
C 0.170 1.080 3.711
N -0.581 0.190 2.755
B -0.889 0.368 1.382
N -1.762 -0.726 1.085
C -2.428 -1.010 -0.206
P -1.313 -1.181 -1.682
C -0.533 -2.810 -1.287
C 0.617 -2.395 -0.320
C -1.404 -3.930 -0.713
C 0.092 -3.336 -2.606
C -2.669 -1.417 -2.980
C -2.056 -1.486 -4.363
C -3.710 -2.517 -2.801
C -3.436 -0.082 -2.963
C -1.950 -1.506 2.209
C -2.775 -2.643 2.388
C -2.883 -3.143 3.675
C -2.172 -2.535 4.737
C -1.349 -1.444 4.552
C -1.265 -0.957 3.276
C 2.707 -0.278 3.251
C 2.413 -1.014 1.992
C 4.222 -0.183 3.409
C 2.268 -1.124 4.445
H 3.009 2.755 6.624
H 1.830 1.479 6.213
H 3.605 1.271 5.951
H 4.232 4.014 4.597
H 4.599 2.355 4.033
H 3.785 3.570 2.980
H 2.139 4.566 5.199
H 1.278 4.201 3.760
H 0.770 3.489 5.303
H 0.050 0.579 4.665
H -0.329 2.014 3.813
H -2.971 -1.923 -0.082
H -3.093 -0.197 -0.400
H 0.315 -2.266 0.691
H 1.306 -3.236 -0.296
H 1.140 -1.463 -0.656
H -1.684 -3.782 0.323
H -2.241 -4.232 -1.343
H -0.812 -4.895 -0.699
H 0.698 -2.556 -3.028
H 0.708 -4.179 -2.320
H -0.691 -3.704 -3.331
H -1.550 -2.433 -4.639
H -2.820 -1.370 -5.119
H -1.334 -0.692 -4.483
H -3.346 -3.549 -2.970
H -4.150 -2.510 -1.829
H -4.566 -2.281 -3.425
H -2.769 0.774 -3.145
H -4.205 -0.040 -3.762
H -4.008 0.103 -2.077
H -3.390 -2.944 1.588
H -3.574 -3.937 3.932
H -2.198 -2.979 5.722
H -0.830 -0.971 5.406
H 2.802 -0.417 1.129
H 2.935 -1.990 1.984
H 1.338 -1.126 1.747
H 4.649 0.451 2.605
H 4.538 0.242 4.371
H 4.650 -1.174 3.346
H 1.308 -1.660 4.254
H 2.887 -1.992 4.603
H 2.202 -0.544 5.377
Cl -0.164 4.034 1.548
Cl -3.721 1.941 2.134
C -4.367 2.299 0.523
C -5.767 2.256 0.425
C -6.336 2.566 -0.826
C -5.477 3.001 -1.837
C -4.100 3.024 -1.630
Cl -3.097 3.348 -3.048
C -3.425 2.522 -0.495
N -2.133 2.242 -0.421
H -6.334 1.810 1.278
H -7.381 2.589 -0.977
H -5.863 3.281 -2.829
S 4.253 1.843 -4.529
C 2.932 1.703 -3.314
C 3.234 1.835 -1.939
C 2.179 2.038 -1.011
N 0.831 2.067 -1.412
C 0.588 1.902 -2.719
C 1.556 1.726 -3.683
C 3.969 0.584 -5.693
C 3.183 -0.569 -5.530
C 3.039 -1.441 -6.580
N 3.484 -1.236 -7.850
C 4.228 -0.114 -7.989
C 4.545 0.799 -7.004
H 4.238 1.887 -1.533
H 2.361 2.193 0.072
H -0.461 1.938 -3.122
H 1.178 1.618 -4.745
H 2.728 -0.778 -4.568
H 2.436 -2.307 -6.427
H 4.671 0.012 -8.951
H 5.224 1.619 -7.230
*
```

Results
Largest force on an atom = 2.9 eV Å⁻¹
Calculated total energy = -5166.9352 Ha
<S²> = 0.768
Energy relative to the best compared isomer or geometry (same formula, charge and spin) = 88.8 kJ/mol

Löwdin population analysis, charges in e, atoms 1 to 4: number 1, Ti, carries 0.56; number 2, C, carries -0.10; number 3, C, carries -0.67; number 4, C, carries -0.11


This record from OMol25 describes a structure of composition C22H22N4O2PtS3Sb. The level of theory is ωB97M-V/def2-TZVPD.

ORCA input file:
```
! wB97M-V def2-TZVPD RIJCOSX def2/J DEFGRID3
* xyz 1 1
Pt -0.416 0.808 0.218
N 0.746 -2.617 -1.593
C -0.172 -3.524 -2.174
C -0.021 -4.881 -1.959
C -0.913 -5.781 -2.530
C -1.944 -5.320 -3.328
C -2.087 -3.955 -3.551
C -1.211 -3.056 -2.970
S -1.451 -1.319 -3.242
N -0.087 -0.604 -2.532
C 0.733 -1.272 -1.825
C 1.863 -0.516 -1.205
C 3.177 -0.846 -1.486
C 4.199 -0.090 -0.934
C 3.872 0.969 -0.106
C 2.541 1.227 0.152
N 1.553 0.503 -0.388
H 1.360 -2.973 -0.880
H 0.794 -5.237 -1.340
H -0.792 -6.840 -2.350
H -2.639 -6.013 -3.781
H -2.892 -3.588 -4.176
H 3.386 -1.676 -2.146
H 5.232 -0.327 -1.149
H 4.632 1.583 0.356
H 2.239 2.014 0.827
C -1.667 4.386 -0.453
Sb -0.777 2.714 -1.382
C -1.989 2.376 -3.072
C 1.013 3.478 -2.199
H -1.891 5.148 -1.196
H -0.986 4.787 0.295
H -2.584 4.065 0.039
H -2.053 3.297 -3.650
H -2.982 2.073 -2.748
H -1.544 1.589 -3.674
H 0.781 4.310 -2.862
H 1.515 2.692 -2.761
H 1.664 3.825 -1.398
O 1.921 -0.170 2.597
S 0.731 -0.826 3.059
O 0.766 -2.208 3.395
N -0.489 -0.576 1.905
C -1.399 0.276 2.370
S -2.487 0.940 1.261
C -1.215 0.696 3.776
C -2.019 1.512 4.551
C -1.639 1.738 5.867
C -0.484 1.162 6.389
C 0.328 0.343 5.610
C -0.066 0.135 4.307
H -2.916 1.956 4.138
H -2.249 2.368 6.500
H -0.213 1.352 7.418
H 1.226 -0.106 6.011
*
```

Results
Largest force on an atom = 1.0 eV Å⁻¹
Calculated total energy = -2774.9832 Ha
Energy relative to the best compared isomer or geometry (same formula, charge and spin) = 24.2 kJ/mol

natural (NBO) population analysis, charges in e, atoms 1 to 4: number 1, Pt, carries 0.44; number 2, N, carries -0.62; number 3, C, carries 0.21; number 4, C, carries -0.25


This record from OMol25 describes a structure of composition C51H65FN4O3S2SeSi2TcTe. The level of theory is ωB97M-V/def2-TZVPD.

ORCA input file:
```
! wB97M-V def2-TZVPD RIJCOSX def2/J DEFGRID3
* xyz 0 2
Tc 0.143 -0.482 1.452
C -6.469 1.009 -2.650
C -5.174 0.552 -3.301
N -4.027 0.667 -2.403
C -3.557 -0.445 -1.781
C -2.535 -0.473 -0.888
C -2.038 -1.837 -0.428
O -2.604 -2.819 -0.900
O -1.040 -1.854 0.355
C -1.920 0.759 -0.525
O -1.037 0.911 0.333
C -2.357 1.954 -1.258
C -1.665 3.146 -1.049
C -2.029 4.256 -1.751
F -1.307 5.396 -1.625
C -3.109 4.241 -2.642
C -3.793 3.056 -2.849
C -3.406 1.885 -2.179
N -3.534 5.400 -3.372
C -3.391 6.702 -2.751
C -4.283 7.691 -3.473
N -3.832 7.742 -4.912
C -3.937 6.382 -5.553
C -3.088 5.415 -4.754
H -7.296 0.938 -3.357
H -6.404 2.040 -2.301
H -6.703 0.382 -1.790
H -4.958 1.107 -4.217
H -5.238 -0.497 -3.587
H -4.021 -1.389 -2.043
H -0.831 3.160 -0.358
H -4.643 3.068 -3.514
H -2.357 7.074 -2.765
H -3.696 6.653 -1.707
H -4.206 8.699 -3.069
H -5.322 7.367 -3.488
H -2.849 8.028 -4.922
H -4.352 8.441 -5.442
H -3.621 6.476 -6.591
H -4.990 6.108 -5.504
H -2.022 5.691 -4.837
H -3.197 4.424 -5.191
S -1.362 -0.668 3.199
C -0.388 -1.275 4.502
C -0.831 -1.204 5.834
C -0.060 -1.690 6.861
C 1.185 -2.272 6.587
C 1.627 -2.360 5.289
C 0.847 -1.869 4.227
S 1.413 -2.008 2.595
H -1.788 -0.738 6.034
H -0.407 -1.614 7.884
H 1.798 -2.646 7.397
H 2.591 -2.800 5.061
C -0.600 6.096 6.214
C -0.191 4.987 5.285
C 1.127 4.572 5.186
C 1.518 3.534 4.349
C 2.978 3.171 4.342
C 0.558 2.865 3.555
Se 1.367 1.485 2.464
C -0.774 3.294 3.629
C -1.893 2.722 2.809
C -1.115 4.333 4.491
H 0.265 6.522 6.723
H -1.291 5.741 6.981
H -1.101 6.904 5.676
H 1.886 5.062 5.788
H 3.518 3.800 5.050
H 3.423 3.299 3.353
H 3.133 2.126 4.612
H -1.517 2.110 2.002
H -2.498 3.533 2.393
H -2.549 2.093 3.414
H -2.157 4.638 4.531
C 0.318 1.403 -3.691
C -0.125 0.127 -3.379
C 0.276 -0.485 -2.198
C 1.121 0.171 -1.307
C 1.583 1.446 -1.640
C 1.181 2.056 -2.815
N 1.491 -0.424 -0.078
C 2.850 -0.809 -0.063
C 3.681 -0.621 1.041
C 4.996 -1.071 1.020
C 5.518 -1.704 -0.095
C 4.700 -1.889 -1.205
C 3.392 -1.451 -1.188
H 0.015 1.878 -4.617
H -0.774 -0.411 -4.060
H -0.039 -1.490 -1.955
H 2.248 1.949 -0.947
H 1.547 3.049 -3.052
H 3.311 -0.114 1.918
H 5.616 -0.915 1.894
H 6.544 -2.048 -0.104
H 5.080 -2.397 -2.084
H 2.755 -1.631 -2.045
C 4.952 -5.803 2.915
Si 3.254 -6.049 2.153
C 1.969 -5.832 3.493
C 3.140 -7.797 1.476
C 3.066 -4.838 0.741
Te 1.065 -4.409 0.115
C 0.978 -6.062 -1.271
Si 1.588 -5.636 -2.980
C 1.622 -7.182 -4.046
C 3.311 -4.904 -2.949
C 0.421 -4.384 -3.738
H 5.090 -6.433 3.796
H 5.075 -4.763 3.226
H 5.751 -6.034 2.207
H 1.875 -6.756 4.070
H 0.992 -5.591 3.073
H 2.231 -5.030 4.186
H 3.504 -8.513 2.216
H 3.732 -7.922 0.568
H 2.106 -8.061 1.244
H 3.598 -5.187 -0.146
H 3.498 -3.868 1.003
H -0.078 -6.338 -1.308
H 1.510 -6.896 -0.813
H 2.319 -7.918 -3.640
H 1.940 -6.950 -5.065
H 0.638 -7.651 -4.102
H 4.067 -5.640 -2.669
H 3.367 -4.075 -2.241
H 3.572 -4.519 -3.937
H -0.612 -4.738 -3.736
H 0.706 -4.147 -4.765
H 0.453 -3.462 -3.157
*
```

Results
Largest force on an atom = 0.6 eV Å⁻¹
Calculated total energy = -6652.6800 Ha
<S²> = 0.825
Energy relative to the best compared isomer or geometry (same formula, charge and spin) = 0.0 kJ/mol

Löwdin population analysis, charges in e, atoms 1 to 4: number 1, Tc, carries 0.85; number 2, C, carries -0.06; number 3, C, carries -0.19; number 4, N, carries -0.03